Record 1
C20H31GdO3 as an isolated structure in a non-equilibrium geometry. Source: the Open Molecules 2025 dataset; level of theory: ωB97M-V/def2-TZVPD.

As for the largest force on an atom: 0.0788 Eh/bohr. The calculation puts the HOMO-LUMO gap (spin up / spin down) at 5.494 / 5.121 eV. The expectation value of S² is 16.642. The electronic energy is -48215.1898 eV. As for the spin multiplicity: 8. The net charge is 0. For the highest occupied orbital energy (spin up / spin down), the calculation gives -4.98 / -4.69 eV.

Atoms and positions in Å:
C  -0.99  0.89  -0.36
H  3.13  1.16  5.37
C  -4.54  1.90  -4.83
H  -4.49  2.57  -5.68
C  -0.21  -0.94  -0.96
C  0.73  -1.03  -2.15
H  0.31  -1.71  -2.91
C  -0.85  -0.62  2.97
C  -0.70  0.52  3.83
H  2.71  -2.15  0.09
H  -1.70  -0.83  2.33
H  -0.68  -3.03  -0.94
H  3.29  0.21  -1.02
O  0.25  0.14  -0.04
H  4.56  0.24  4.78
C  -3.32  -0.11  -4.15
C  3.89  1.08  4.58
H  -1.58  1.08  0.55
H  -2.63  2.79  -4.28
Gd  1.23  0.48  2.15
C  -4.28  0.43  -5.23
H  -1.65  0.12  -2.28
C  3.96  0.12  2.33
C  -1.53  -0.20  -1.26
H  -0.73  1.82  -0.89
H  3.26  -2.03  2.73
H  4.35  1.83  0.88
C  3.29  -1.21  2.01
C  -3.44  2.22  -3.80
H  -2.43  -0.68  -0.87
C  3.40  0.00  0.04
H  4.96  0.02  2.80
H  0.55  -2.55  0.25
C  3.92  0.83  1.00
H  -2.42  -0.57  -4.59
O  -2.88  0.98  -3.30
H  0.87  -0.04  -2.61
H  4.48  2.00  4.49
O  3.20  0.86  3.34
C  1.08  -0.91  4.22
H  0.85  0.99  5.40
H  -5.19  -0.16  -5.26
C  0.26  -1.51  3.21
H  -1.17  -2.16  0.53
C  3.04  -1.27  0.64
H  1.70  -1.43  -1.84
H  -1.41  1.34  3.94
H  -3.79  0.38  -6.20
H  -3.81  2.80  -2.95
H  1.96  -1.36  4.68
H  -3.81  -0.87  -3.53
H  -5.52  1.99  -4.37
H  0.40  -2.50  2.79
C  0.50  0.34  4.59
C  -0.39  -2.24  -0.23

Löwdin population analysis, charges in e, atoms 1 to 8: -0.12, 0.08, -0.15, 0.11, -0.52, -0.01, 0.09, -0.26


Record 2
One molecule with the formula C22H26ClN3O5S. Source: the Open Molecules 2025 dataset; level of theory: ωB97M-V/def2-TZVPD.

As for the largest force on an atom: 0.0165 Eh/bohr. The calculation puts the HOMO-LUMO gap at 9.612 eV. The electronic energy is -61302.4052 eV. As for the spin multiplicity: 1. The net charge is 0. For the highest occupied orbital energy, the calculation gives -9.16 eV.

Atoms and positions in Å:
H  -1.64  0.62  -0.34
H  0.02  -1.89  5.27
C  -1.59  -1.27  -2.15
H  0.10  -1.90  2.52
H  3.22  1.01  -0.51
H  0.07  -0.64  -3.37
O  2.50  -1.15  -3.53
H  -2.31  -4.63  3.43
C  -2.38  -3.56  3.66
H  -1.42  2.35  0.06
C  -0.74  -1.98  3.22
H  -0.46  3.78  -4.31
C  1.17  0.37  -0.25
C  -0.27  -1.26  -2.56
H  -0.65  0.08  3.92
C  -0.78  1.02  1.63
H  -2.28  -2.52  5.57
C  1.85  4.42  -1.94
C  1.12  4.58  -3.11
S  2.38  -1.91  -2.32
H  2.37  0.71  -2.04
H  -2.33  -0.65  -2.64
C  -0.36  -2.62  4.56
H  0.38  -3.39  4.40
H  2.62  5.13  -1.69
C  -0.98  1.35  0.14
C  0.12  3.67  -3.40
C  -0.15  2.61  -2.56
C  -1.69  -3.24  5.00
C  1.59  3.37  -1.08
O  0.90  -0.53  0.53
O  -0.04  1.67  2.32
H  2.17  5.39  -4.78
C  0.27  -2.90  -0.88
H  -1.36  -3.50  0.40
H  1.01  -3.52  -0.40
C  0.60  2.45  -1.40
H  2.14  3.26  -0.16
O  3.01  -3.19  -2.23
Cl  -3.59  -2.02  -0.51
N  0.31  1.37  -0.52
O  -1.68  -2.86  2.64
N  -1.57  0.02  2.09
H  -2.03  -0.59  1.43
H  -0.93  1.90  -2.79
H  -3.43  -3.27  3.66
C  2.49  0.36  -1.02
N  3.03  -0.97  -1.09
C  -1.05  -2.90  -0.45
C  -1.96  -2.07  -1.08
H  -1.55  -4.12  5.61
H  -2.29  -0.63  3.93
H  1.83  6.56  -3.51
C  1.42  5.71  -4.05
H  2.97  -1.46  -0.20
H  0.53  6.02  -4.58
C  0.64  -2.07  -1.91
C  -1.34  -0.57  3.39

Löwdin population analysis, charges in e, atoms 1 to 8: 0.11, 0.12, -0.11, 0.14, 0.14, 0.12, -0.28, 0.12


Record 3
A 2-piece molecular cluster, C4H13N3O overall in a non-equilibrium geometry. Source: the Open Molecules 2025 dataset; level of theory: ωB97M-V/def2-TZVPD.

As for the largest force on an atom: 0.0205 Eh/bohr. The calculation puts the HOMO-LUMO gap at 10.099 eV. The electronic energy is -10875.9805 eV. As for the spin multiplicity: 1. The net charge is 0. For the highest occupied orbital energy, the calculation gives -9.21 eV.

Atoms and positions in Å:
H  0.03  1.97  -1.01
H  -0.06  -1.39  -3.10
H  0.21  3.57  1.12
H  0.01  -3.22  0.34
N  -1.06  -1.43  0.07
H  1.03  -0.78  -1.84
C  0.22  -1.48  -2.05
C  -0.92  -1.15  -1.15
H  1.11  0.79  1.33
C  -0.06  -2.21  0.76
H  0.93  -1.75  0.69
H  1.77  3.03  1.06
H  -1.57  1.94  1.04
C  0.42  1.55  0.96
O  0.67  1.43  -0.52
N  0.84  2.83  1.42
H  -0.35  -2.28  1.80
H  -1.70  -0.52  -1.57
H  -1.18  0.32  1.13
H  0.59  -2.49  -1.87
N  -0.90  1.27  1.38

Löwdin population analysis, charges in e, atoms 1 to 8: 0.07, 0.07, 0.07, 0.08, -0.06, 0.07, -0.07, -0.25


Record 4
C41H55BN8PPt as an isolated structure in a non-equilibrium geometry. Source: the Open Molecules 2025 dataset; level of theory: ωB97M-V/def2-TZVPD.

As for the largest force on an atom: 0.0200 Eh/bohr. The calculation puts the HOMO-LUMO gap at 7.651 eV. The electronic energy is -68540.5290 eV. As for the spin multiplicity: 1. The net charge is +1. For the highest occupied orbital energy, the calculation gives -10.37 eV.

Atoms and positions in Å:
H  -2.38  -5.30  3.18
N  0.93  -1.25  -1.39
C  -4.59  -1.92  -1.25
H  -0.55  -1.93  4.22
C  -1.91  1.13  4.02
H  2.87  4.63  0.54
H  1.94  3.27  1.17
H  -0.15  -0.09  5.70
H  0.44  -3.98  -3.28
H  -4.38  2.04  1.20
C  -4.08  -1.92  -3.98
C  2.65  3.57  0.39
H  -2.01  -5.75  0.78
H  0.41  -1.60  -4.58
N  0.61  -1.35  1.24
H  1.34  0.63  5.09
C  0.26  -2.23  2.20
H  1.88  -2.74  0.01
C  -3.45  2.45  0.84
H  5.77  0.45  0.52
C  -2.04  4.30  0.31
H  0.72  2.01  -5.93
N  2.55  0.66  0.21
C  -1.07  1.75  -3.83
H  -3.99  4.47  1.23
H  1.23  2.32  3.20
H  0.12  0.36  -5.83
N  -1.29  2.05  -0.10
N  0.41  -0.08  1.72
H  4.43  3.00  -1.64
H  -1.23  2.67  -4.40
C  -0.08  -0.16  2.95
C  -3.23  3.80  0.84
H  2.34  2.22  -3.43
C  4.07  -0.92  0.29
H  -4.80  -1.95  -0.19
C  0.36  -3.71  2.02
C  -3.33  -1.54  -1.71
H  -0.20  -4.21  2.81
C  -5.33  -2.28  -3.51
C  0.41  1.34  -3.91
C  -0.19  -1.52  3.29
H  -2.40  1.40  3.08
C  4.72  0.30  0.40
H  1.86  -3.90  -2.24
H  5.57  2.51  1.91
H  -1.36  1.94  -2.79
H  0.10  1.65  5.84
C  0.14  2.33  3.25
H  5.06  4.29  -0.59
P  -1.97  -1.04  -0.59
C  -5.59  -2.28  -2.14
H  3.98  2.73  2.65
B  1.54  -1.60  0.00
C  -3.08  -1.54  -3.08
H  -2.33  0.19  4.38
N  -2.76  0.25  0.27
C  -2.31  -4.48  2.48
H  1.05  2.67  -2.31
H  2.19  3.47  -0.59
C  1.28  2.47  -3.36
C  -2.02  -3.68  0.23
H  -2.14  1.91  4.75
H  5.84  2.70  -0.61
H  -2.44  -1.10  2.39
C  0.27  0.78  5.20
Pt  0.64  1.21  -0.03
H  -6.56  -2.58  -1.78
C  -0.39  1.02  3.83
C  0.79  1.08  -5.37
H  -3.69  0.04  0.63
H  -2.60  -2.97  3.98
H  4.23  -2.89  1.11
H  -0.17  3.73  -0.55
H  1.81  0.70  -5.45
C  -2.16  -2.36  0.67
C  -2.44  -3.17  2.93
N  0.85  0.05  -1.81
C  3.95  2.77  0.47
H  -0.17  3.16  3.89
H  -3.87  -1.92  -5.04
C  0.78  -2.06  -2.46
H  4.41  -2.82  -0.64
C  -2.36  -2.12  2.02
H  -1.83  5.36  0.26
H  -1.88  -3.89  -0.82
H  -6.10  -2.58  -4.21
H  5.72  -2.25  0.41
C  3.72  1.28  0.35
H  -2.10  -1.26  -3.44
H  0.26  -3.90  -1.52
C  0.57  -1.26  -3.57
N  2.76  -0.67  0.18
C  4.62  3.04  1.82
H  4.81  4.11  1.93
C  0.84  -3.54  -2.37
H  1.09  3.38  -3.93
H  -0.25  2.52  2.25
C  -1.12  3.40  -0.13
H  1.40  -4.04  2.07
H  -0.05  -4.02  1.06
C  -2.10  -4.73  1.13
C  4.64  -2.30  0.29
H  -1.72  0.98  -4.23
C  -2.47  1.57  0.32
C  4.88  3.22  -0.66
C  0.61  0.07  -3.11

Löwdin population analysis, charges in e, atoms 1 to 8: 0.12, -0.02, -0.09, 0.13, -0.02, 0.10, 0.05, 0.08


Record 5
C19H62F3O17Y as an isolated structure in a non-equilibrium geometry. Source: the Open Molecules 2025 dataset; level of theory: ωB97M-V/def2-TZVPD.

As for the largest force on an atom: 0.1156 Eh/bohr. The calculation puts the HOMO-LUMO gap at 2.681 eV. The electronic energy is -64701.0213 eV. As for the spin multiplicity: 1. The net charge is 0. For the highest occupied orbital energy, the calculation gives -4.76 eV.

Atoms and positions in Å:
C  -4.23  0.33  0.69
H  -1.53  -4.07  5.78
O  5.99  0.54  0.43
H  -1.51  -4.80  -2.88
C  1.66  0.28  -4.89
H  -3.13  -2.15  -5.01
H  -4.45  -3.42  -2.14
C  -0.46  -0.62  -1.57
H  3.66  3.27  1.64
O  2.75  0.87  -4.11
H  1.76  5.29  0.69
C  -0.15  -3.23  4.77
H  1.06  -1.04  3.02
H  3.64  -0.39  4.92
H  2.05  -0.40  -5.64
O  2.60  -0.78  6.69
H  -3.00  3.70  0.18
H  0.11  1.65  3.41
H  4.01  -1.18  -2.63
H  -4.50  1.10  1.40
C  5.18  0.32  1.60
H  4.01  -1.60  -0.97
C  -3.18  2.67  -2.46
O  -0.89  -4.35  5.12
F  0.48  -1.62  -1.51
H  0.96  1.03  -5.26
H  3.11  1.03  5.65
H  -3.89  -1.82  -2.17
H  -0.86  4.76  1.62
H  2.17  -1.31  1.85
C  1.54  -0.50  2.20
H  6.54  1.32  0.44
H  -0.86  -2.41  4.68
H  -0.94  -5.36  0.81
O  1.03  0.46  0.00
O  3.61  3.57  -0.39
Y  2.95  2.29  -2.34
O  0.71  1.61  -1.92
C  3.60  -0.87  -1.67
H  -0.76  1.20  -0.63
O  -4.87  0.48  -0.58
C  -3.18  -1.10  -5.32
H  -2.10  2.74  -2.26
H  -3.37  3.47  -3.17
H  -4.59  -0.60  1.14
O  -2.69  4.30  0.88
F  -1.62  -0.98  -1.02
H  5.74  0.48  2.52
C  0.49  -0.07  1.18
C  3.43  0.02  5.91
H  -4.48  0.35  -5.51
C  2.98  3.59  0.84
O  -4.46  -0.55  -5.18
H  -4.37  2.09  -0.96
H  0.53  -3.32  3.92
H  2.09  2.94  0.95
O  -1.31  -4.35  -4.90
H  -1.01  -3.81  -0.11
H  -5.23  -0.38  -0.82
O  -5.79  -2.07  -1.42
H  -3.14  0.23  0.63
C  -1.27  4.33  0.70
H  -0.21  0.62  1.66
H  -6.37  -2.81  -1.25
H  4.93  -0.74  1.73
H  4.78  0.40  -0.71
H  0.59  3.35  3.53
C  -4.80  -2.40  -2.33
H  -0.19  -0.92  1.06
O  3.46  6.04  1.43
O  -0.69  2.62  5.06
H  -0.75  -5.12  -5.03
H  -0.87  3.32  0.65
H  1.69  -0.46  6.71
H  -0.96  4.93  -0.15
O  0.66  -4.07  1.10
H  -0.02  -5.12  -0.61
H  -2.79  -1.15  -6.34
H  2.52  -0.92  -1.62
H  -2.54  -0.69  -4.54
H  -1.55  2.47  4.66
C  -1.22  -3.96  -3.51
H  0.65  -2.96  5.47
H  2.03  0.37  2.65
H  4.47  0.12  6.23
O  -3.91  2.89  -1.27
O  3.98  0.46  -1.28
C  0.35  2.46  4.11
H  1.05  -0.17  -4.12
H  1.21  2.11  4.69
F  -0.72  -0.52  -2.90
C  2.54  4.99  1.41
H  -1.79  -3.10  -3.18
H  -5.10  -2.27  -3.37
H  0.99  -3.25  0.71
C  0.12  0.72  -1.08
H  -3.44  1.67  -2.81
C  -0.36  -4.60  0.29
H  4.24  0.88  1.55
H  -0.18  -3.72  -3.27
H  2.10  4.84  2.40
H  3.53  0.53  -4.56

Löwdin population analysis, charges in e, atoms 1 to 8: -0.12, 0.08, -0.12, 0.08, -0.04, 0.06, 0.09, -0.53


Record 6
A 2-piece molecular cluster, C2H2F2I2O overall in a non-equilibrium geometry. Source: the Open Molecules 2025 dataset; level of theory: ωB97M-V/def2-TZVPD.

As for the largest force on an atom: 0.0847 Eh/bohr. The calculation puts the HOMO-LUMO gap at 9.220 eV. The electronic energy is -25787.7713 eV. As for the spin multiplicity: 1. The net charge is 0. For the highest occupied orbital energy, the calculation gives -9.13 eV.

Atoms and positions in Å:
C  -0.10  -1.06  0.58
F  0.71  -2.07  0.44
H  1.51  0.50  -0.16
C  0.53  0.65  -0.48
F  0.11  -0.63  1.87
H  -0.90  2.00  0.12
I  0.15  0.21  -2.53
I  -2.09  -1.41  0.02
O  0.08  1.80  0.13

Löwdin population analysis, charges in e, atoms 1 to 8: -0.95, 0.03, 0.04, -0.74, -0.02, 0.13, 0.78, 0.85